Record 1
{
  "formula": "C7H8O3S",
  "method": "ωB97M-V/def2-TZVPD",
  "species": ["O", "C", "C", "C", "C", "C", "C", "S", "O", "O", "C", "H", "H", "H", "H", "H", "H", "H", "H"],
  "coordinates": [[-0.66923, 1.61172, -2.35140], [0.05148, 0.74189, -2.13623], [0.81145, -0.31869, -1.98882], [1.00115, -0.76251, -0.55484], [-0.18549, -1.58506, -0.03583], [-1.19050, -0.49210, 0.26758], [-0.34763, 0.66930, 0.72016], [-0.67331, 1.42918, 2.20599], [0.17355, 2.51425, 2.62771], [-2.05041, 1.48384, 2.65148], [1.00944, 0.45974, 0.35697], [1.13960, -0.71962, -2.96734], [1.92179, -1.38375, -0.38336], [0.18054, -1.78804, 1.00940], [-0.51259, -2.35808, -0.69557], [-1.69727, -0.21005, -0.68307], [-2.03227, -0.77898, 1.09672], [1.81445, 0.20435, 1.09957], [1.25525, 1.28258, -0.23911]],
  "forces_ev_per_a": [[-0.43, 1.04, 0.08], [0.20, -0.83, -1.14], [0.08, 0.24, -0.57], [0.95, -1.68, -0.79], [1.07, 1.71, 2.25], [-3.23, -0.29, 1.01], [-2.61, 0.14, 3.92], [-1.18, 0.38, -1.50], [0.65, -0.49, -0.18], [0.46, -0.59, -0.29], [3.15, -1.38, -0.11], [-0.03, -0.16, 1.02], [-0.62, 0.79, -0.66], [-0.48, -1.33, -0.98], [-0.13, -0.76, 0.09], [-0.14, -0.03, 0.74], [1.94, 0.70, -2.24], [-1.10, 1.03, -0.13], [1.45, 1.51, -0.53]],
  "nbo_charge": [-0.4474, 0.7076, -0.5799, -0.1937, -0.4019, -0.4588, -0.3258, 2.0019, -0.8705, -0.8754, -0.4992, 0.2822, 0.2291, 0.1995, 0.2346, 0.2336, 0.2622, 0.2630, 0.2388],
  "smiles": "O=C=C[C@@H]1CCC(=S(=O)=O)C1",
  "total_charge": 0,
  "e_above_lowest_kcal_mol": 94.4
}

Record 2
{
  "formula": "C2H3N2OS",
  "method": "ωB97M-V/def2-TZVPD",
  "species": ["O", "N", "C", "C", "N", "S", "H", "H", "H"],
  "coordinates": [[1.83518, 1.76479, -0.26989], [0.60219, 1.54499, -0.03869], [0.12177, 0.32389, 0.37235], [-0.71410, -0.01224, -0.87709], [-1.99761, 0.11178, -0.96410], [-2.89820, 0.67836, 0.29129], [-0.66534, 0.40840, 1.08773], [0.92141, -0.33508, 0.85404], [-0.30432, -0.39676, -1.89692]],
  "forces_ev_per_a": [[-3.08, -1.73, 1.00], [2.66, 3.67, -1.04], [1.65, -2.24, 0.09], [-0.23, -1.59, -2.68], [1.30, -0.17, 0.18], [-0.89, 0.37, 0.80], [-0.87, 0.79, 0.84], [-0.76, 0.15, -1.31], [0.21, 0.76, 2.13]],
  "nbo_charge": [-0.4166, 0.1125, -0.4053, -0.0234, -0.5412, -0.3273, 0.2657, 0.1688, 0.1667],
  "smiles": "O=NC/C=N\\[S-]",
  "total_charge": -1,
  "e_above_lowest_kcal_mol": 63.5
}

Record 3
{
  "formula": "CH3Cl2PS",
  "method": "ωB97M-V/def2-TZVPD",
  "species": ["C", "P", "S", "Cl", "Cl", "H", "H", "H"],
  "coordinates": [[0.57119, 0.44100, -0.83645], [-1.62395, -1.27889, 0.59515], [-1.21752, 0.50115, -0.42469], [-3.50153, -1.20169, 1.29133], [2.99963, 0.13978, 2.33929], [1.29670, 0.63557, 0.01472], [0.69815, 1.26518, -1.65813], [0.77733, -0.50210, -1.32122]],
  "forces_ev_per_a": [[0.48, 1.33, -0.60], [1.65, -0.69, -0.22], [-0.34, 0.70, 0.08], [-0.56, 0.60, -0.04], [-0.07, -0.01, -0.04], [-1.13, -0.22, -0.88], [-0.27, -1.45, 1.68], [0.24, -0.25, 0.01]],
  "nbo_charge": [-0.7422, 0.3902, -0.0540, -0.2585, -0.0524, 0.2393, 0.2504, 0.2272],
  "total_charge": 0,
  "e_above_lowest_kcal_mol": 88.0
}

Record 4
{
  "formula": "C3H8N2O",
  "method": "ωB97M-V/def2-TZVPD",
  "species": ["C", "C", "C", "N", "N", "O", "H", "H", "H", "H", "H", "H", "H", "H"],
  "coordinates": [[-1.32945, -0.91035, -0.74149], [0.12877, 1.64734, 0.12076], [0.56846, 0.48124, -0.70298], [-2.25305, -0.58719, 0.04003], [1.38308, -1.26422, 0.85716], [1.67148, -0.28653, -0.16145], [-1.24910, -1.68995, -1.43759], [-0.81744, 1.92359, -0.09538], [0.13788, 1.25195, 1.12151], [0.91260, 2.52910, 0.01487], [0.66567, 0.65188, -1.79940], [-3.05780, -1.15461, 0.19635], [1.09432, -0.70248, 1.62317], [2.14456, -1.88977, 0.96443]],
  "forces_ev_per_a": [[1.01, 3.36, 2.04], [4.71, -0.30, 0.34], [-1.75, -2.93, -0.17], [2.22, 0.70, -0.42], [-2.51, 1.12, -1.67], [-0.27, 0.59, -1.32], [0.19, -1.33, -0.93], [-3.02, 1.14, -0.88], [-0.05, 0.42, 0.78], [-1.66, -1.64, 0.32], [0.45, -0.36, 0.99], [-0.70, -0.78, -0.45], [0.35, -0.16, 1.25], [1.03, 0.19, 0.11]],
  "nbo_charge": [0.1487, -0.6744, 0.1480, -0.6919, -0.5313, -0.4447, 0.1430, 0.2303, 0.2085, 0.2118, 0.1863, 0.3570, 0.3443, 0.3644],
  "total_charge": 0,
  "e_above_lowest_kcal_mol": 157.9
}

Record 5
{
  "formula": "C5H11FN",
  "method": "ωB97M-V/def2-TZVPD",
  "species": ["C", "C", "F", "C", "C", "C", "N", "H", "H", "H", "H", "H", "H", "H", "H", "H", "H", "H"],
  "coordinates": [[-1.74775, -1.64387, 0.36560], [-1.42676, -0.22013, 0.09342], [-2.48175, 0.59953, 0.01006], [-0.23696, 0.33780, -0.01206], [-0.32133, 1.87389, 0.04191], [1.01926, -0.35408, 0.31109], [2.17083, -0.12886, -0.79739], [-2.20918, -1.72665, 1.29229], [-2.43097, -1.86153, -0.40009], [-0.85561, -2.21594, 0.20244], [-1.03487, 2.21545, -0.71779], [0.71877, 2.40825, -0.02380], [-0.75617, 2.10478, 0.98007], [1.49915, 0.14837, 1.17004], [0.89571, -1.35449, 0.45063], [3.03416, 0.11185, -0.22161], [2.03218, 0.64711, -1.32752], [2.13130, -0.94148, -1.41727]],
  "forces_ev_per_a": [[0.90, 1.67, -1.67], [-0.02, -0.92, 0.24], [-0.12, -0.54, 0.12], [0.25, 1.96, 0.19], [2.25, 0.06, -1.27], [0.89, 3.88, -0.38], [0.24, -2.42, 3.64], [-0.64, -0.51, 1.78], [-1.21, -0.97, -0.94], [0.14, -0.63, 0.36], [0.65, 0.24, 0.07], [-1.97, -0.91, -0.09], [-0.25, 0.57, 1.00], [-0.36, -0.53, -0.10], [0.16, -2.76, 0.33], [-0.82, -1.36, -1.44], [-1.10, 3.08, -2.05], [1.01, 0.07, 0.22]],
  "nbo_charge": [-0.6711, 0.5214, -0.3053, -0.2126, -0.6325, -0.1867, -0.6947, 0.2508, 0.2490, 0.2107, 0.2546, 0.1983, 0.2381, 0.2205, 0.2268, 0.4566, 0.4251, 0.4509],
  "smiles": "C/C(F)=C(/C)C[NH3+]",
  "total_charge": 1,
  "e_above_lowest_kcal_mol": 41.3
}

Record 6
{
  "formula": "C3H4N2O",
  "method": "ωB97M-V/def2-TZVPD",
  "species": ["C", "N", "N", "C", "C", "O", "H", "H", "H", "H"],
  "coordinates": [[-2.07950, -0.41391, 0.03079], [-0.79080, -0.49734, -0.06701], [-0.32445, 0.84447, 0.01353], [0.92052, 0.87127, -0.03235], [1.73472, -0.37897, -0.08558], [2.99476, -0.40074, 0.10876], [-2.35676, 0.64749, 0.34214], [-2.82881, -1.13712, 0.06243], [1.45713, 1.75303, -0.17896], [1.27319, -1.28818, -0.19375]],
  "forces_ev_per_a": [[2.20, 3.60, 1.51], [-3.04, -0.13, -0.10], [-0.89, -0.31, -0.09], [1.75, -1.77, -0.67], [5.93, 1.36, 1.41], [-4.25, 0.80, -0.79], [-0.53, -1.38, -0.79], [-0.47, -1.75, -0.35], [0.63, 1.67, 0.35], [-1.34, -2.08, -0.49]],
  "nbo_charge": [-0.0313, -0.3133, -0.2376, 0.0100, 0.3380, -0.4975, 0.1744, 0.1911, 0.2037, 0.1625],
  "smiles": "C=N/N=C\\C=O",
  "total_charge": 0,
  "e_above_lowest_kcal_mol": 86.7
}